{"formula": "C51H53AsBBaN4O7", "method": "the ωB97M-V functional and the def2-TZVPD basis", "species": ["Ba", "O", "C", "O", "C", "C", "C", "C", "C", "C", "O", "N", "O", "O", "N", "O", "O", "H", "H", "C", "C", "C", "C", "C", "C", "C", "C", "C", "C", "C", "C", "N", "B", "N", "C", "C", "C", "C", "C", "C", "C", "C", "C", "C", "C", "C", "C", "C", "H", "H", "H", "H", "H", "H", "H", "H", "H", "H", "H", "H", "H", "H", "H", "H", "H", "H", "H", "H", "H", "H", "H", "H", "H", "H", "H", "H", "H", "H", "H", "H", "H", "H", "H", "H", "C", "C", "C", "C", "C", "C", "As", "C", "C", "C", "C", "C", "C", "C", "C", "C", "C", "C", "C", "H", "H", "H", "H", "H", "H", "H", "H", "H", "H", "H", "H", "H", "H", "H"], "xyz": [[-0.940086, 0.118872, -0.110761], [0.404975, -1.931688, 0.269664], [0.571523, -2.578185, 1.375535], [1.630173, -2.871934, 1.946523], [-0.602717, -3.056862, 2.077007], [-0.493298, -4.343632, 2.786410], [-1.571270, -4.758482, 3.481224], [-2.724529, -3.968050, 3.742712], [-2.858272, -2.822564, 3.019778], [-1.823198, -2.282152, 2.187323], [-1.931139, -1.042253, 1.729653], [-4.235837, -2.314538, 3.016599], [-4.675933, -1.825612, 1.971548], [-4.878383, -2.602278, 4.036153], [-1.638758, -6.082604, 4.000056], [-0.654023, -6.808032, 3.988172], [-2.768631, -6.338192, 4.503509], [0.367789, -4.913939, 2.619079], [-3.524713, -4.259205, 4.443408], [-0.158675, 2.100439, -3.171176], [0.544633, 2.939172, -2.078322], [1.853212, 3.572330, -2.724756], [-0.345184, 4.000530, -1.484526], [-1.209736, 4.690590, -2.275385], [-2.130418, 5.578324, -1.698583], [-1.957940, 5.988888, -0.409314], [-0.930928, 5.477888, 0.412649], [-0.834955, 5.921677, 1.830528], [-2.126021, 5.330399, 2.504165], [-0.654317, 7.448050, 1.919326], [-0.071824, 4.484555, -0.193752], [1.063419, 3.997978, 0.471067], [1.430318, 2.618670, 0.735517], [2.725882, 2.742886, 1.362092], [3.101294, 4.080135, 1.552398], [2.102079, 4.849788, 0.981748], [3.615105, 1.708245, 1.880644], [4.867777, 1.561669, 1.259135], [5.823753, 0.773895, 1.959000], [5.479016, 0.000915, 3.033123], [4.167243, -0.061649, 3.476547], [3.260953, 0.897819, 3.019653], [1.889687, 0.995044, 3.716045], [1.986436, 2.367663, 4.468723], [0.595813, 0.841555, 2.853227], [5.275271, 2.405300, 0.054090], [6.719454, 2.940992, 0.148213], [4.943425, 1.746410, -1.306388], [0.117598, 0.988614, -3.064070], [0.288773, 2.406406, -4.152127], [-1.260010, 2.218945, -3.159655], [0.902840, 2.264066, -1.246061], [1.585286, 4.338434, -3.479787], [2.283838, 2.799160, -3.330808], [2.500645, 4.052337, -1.982085], [-1.191983, 4.547984, -3.380313], [-2.936606, 5.982922, -2.285754], [-2.696503, 6.666976, 0.006060], [0.015137, 5.471140, 2.295156], [-3.025131, 5.850521, 2.204885], [-2.070147, 5.396940, 3.575792], [-2.197424, 4.313221, 2.205433], [-1.511813, 8.041716, 1.720534], [0.059674, 7.815787, 1.122530], [-0.269461, 7.787344, 2.853648], [4.068587, 4.421572, 1.911443], [2.075789, 5.973155, 0.891348], [6.860423, 0.817576, 1.672140], [6.273266, -0.525117, 3.557529], [3.868600, -0.820914, 4.260400], [1.878561, 0.173067, 4.413957], [1.108842, 2.394099, 5.140833], [1.875555, 3.208816, 3.774878], [2.881094, 2.469586, 5.051809], [-0.244011, 0.369236, 3.406253], [0.741433, 0.178566, 1.928630], [0.218075, 1.809294, 2.556805], [4.666453, 3.348431, 0.012043], [7.437849, 2.164599, 0.318250], [6.839181, 3.702754, 0.961202], [7.056065, 3.496381, -0.778610], [5.650954, 1.005482, -1.556262], [5.076544, 2.528886, -2.034161], [3.942227, 1.303683, -1.366098], [-4.320563, -1.219590, -5.343945], [-4.759081, -2.436276, -4.798070], [-4.208518, -3.019446, -3.685857], [-3.006209, -2.485656, -3.165176], [-2.410412, -1.433676, -3.859838], [-3.106739, -0.783083, -4.934818], [-1.834970, -3.145857, -1.681640], [-2.968210, -4.628433, -1.181720], [-2.510952, -5.927266, -1.339034], [-3.327126, -6.993975, -0.926173], [-4.680125, -6.818241, -0.630510], [-5.180627, -5.462445, -0.520602], [-4.268372, -4.426568, -0.697341], [-0.529200, -4.164940, -2.832925], [0.649843, -4.457992, -2.153395], [1.551458, -5.400287, -2.689646], [1.177308, -6.137445, -3.818335], [-0.049580, -5.926984, -4.405862], [-0.937564, -4.971895, -3.927292], [-4.933470, -0.646692, -6.042959], [-5.629096, -2.948044, -5.172824], [-4.692592, -3.906876, -3.365384], [-1.453746, -0.985031, -3.553524], [-2.600691, 0.058337, -5.451978], [-1.539367, -6.147343, -1.698039], [-2.833086, -7.971011, -0.814760], [-5.318638, -7.650633, -0.505369], [-6.260689, -5.283267, -0.478037], [-4.535743, -3.434269, -0.460016], [0.854099, -3.907455, -1.242091], [2.427445, -5.546513, -2.082134], [1.909159, -6.785555, -4.283766], [-0.305816, -6.458488, -5.310732], [-1.916776, -4.827599, -4.351258]], "forces_ev_per_a": [[0.85, 0.36, 0.00], [0.33, 0.05, 0.35], [1.52, 0.21, -0.04], [0.21, 0.40, -0.96], [-2.64, -2.00, 2.17], [-0.99, 3.98, -2.58], [-1.44, 0.24, 1.17], [0.50, -0.50, -0.38], [-0.02, -0.05, -0.39], [0.94, 1.38, -0.21], [-0.11, -2.06, 0.49], [-0.15, -0.41, 0.05], [0.20, -0.37, 1.64], [-0.19, 1.25, -1.44], [-1.53, -0.15, 1.66], [-0.99, 0.09, -0.03], [2.33, -1.24, -0.62], [1.05, -0.76, 0.02], [0.79, -0.03, -0.84], [0.76, -0.88, -0.23], [1.16, 0.01, -0.62], [-1.69, 0.42, 0.17], [1.73, 0.12, 0.12], [-1.70, 0.28, -1.06], [0.75, 0.02, -1.03], [-0.01, -0.39, 1.21], [0.80, -0.97, -2.34], [-1.27, 0.33, 0.05], [1.07, 1.31, 0.07], [1.22, -0.04, -1.37], [-1.08, 1.07, 1.29], [1.52, 0.92, 1.13], [-0.72, -1.23, -0.97], [1.05, -0.85, 1.39], [-1.93, 1.06, -1.54], [0.47, 0.56, 0.32], [-0.38, -0.06, 0.05], [0.53, 0.31, 1.28], [-0.56, 0.77, -0.93], [0.33, -0.48, 0.29], [-0.54, 0.03, 0.90], [-0.75, -0.56, -1.61], [0.90, 0.93, -0.79], [-2.24, -0.81, -0.15], [-0.12, -1.19, 0.02], [-0.74, 1.18, -0.26], [0.07, 1.28, -0.54], [-0.08, 0.61, 0.80], [-0.42, 1.37, -0.16], [-0.91, -0.35, 0.50], [0.58, -0.16, -0.21], [-0.38, 0.69, -0.60], [-0.20, -0.08, 0.47], [0.95, -0.51, 0.15], [0.06, -0.47, -0.16], [-0.34, -0.22, 0.97], [-0.06, 0.22, -0.23], [0.14, 0.08, 0.11], [0.55, -0.41, 0.27], [-0.20, 0.19, -0.29], [0.08, -0.05, 0.61], [-0.16, -0.96, -0.09], [-1.27, 0.18, -0.14], [-0.42, -0.63, 0.84], [0.33, 0.03, 0.90], [-0.32, -0.22, 0.11], [-0.05, -1.46, 0.11], [0.14, -0.12, -0.19], [-0.22, -0.25, -0.14], [0.31, 1.17, -0.90], [0.06, -0.12, 0.50], [0.35, 0.29, 0.01], [0.20, -0.22, 0.05], [0.50, -0.06, 0.21], [0.65, 0.04, 0.20], [0.27, 1.07, 1.51], [0.08, 0.13, -0.34], [0.29, -1.03, 0.40], [0.49, -0.44, 0.04], [-0.28, -0.78, -0.40], [-0.61, -0.71, 0.70], [0.90, -1.20, -0.19], [-0.28, 0.27, -0.59], [0.14, 0.33, 0.20], [-0.82, -0.85, -0.18], [-1.07, 0.47, 0.04], [1.46, 0.78, -0.47], [0.75, -0.11, -0.22], [-1.14, 0.94, -0.74], [2.32, 0.64, 0.82], [-0.36, 0.27, -1.24], [-0.09, -0.90, 0.02], [-1.33, -0.31, 1.09], [0.14, -0.30, 0.02], [0.66, 2.70, -0.15], [0.91, -1.86, -0.94], [0.20, -0.56, -0.11], [-1.33, -0.93, 0.79], [0.22, -0.02, -1.00], [-1.28, 0.38, 0.62], [1.24, 0.67, 0.69], [-0.73, 0.45, -0.65], [0.97, 0.84, 0.97], [0.34, -0.44, -0.09], [-0.40, 0.24, -0.32], [0.00, -0.68, 0.79], [-0.31, -0.44, -0.09], [-0.50, -0.43, 0.57], [0.79, -0.10, -0.16], [-0.56, 0.28, -0.40], [-0.57, -0.70, 0.31], [0.53, 0.05, 0.58], [-0.64, 1.11, 0.03], [0.31, -0.04, 0.03], [0.51, -0.36, -0.41], [-0.17, -0.28, 0.10], [-0.07, -0.25, 0.00], [-0.14, 0.00, -0.24]], "charge": -1, "e_homo_ha": -0.123, "e_tot_ha": -5006.889438, "lumo_ha": 0.0656, "gap_ev": 5.1244}

---

{"formula": "C51H53BiN7O3PSSi", "method": "the ωB97M-V functional and the def2-TZVPD basis", "species": ["Bi", "C", "O", "C", "C", "C", "C", "C", "C", "N", "N", "C", "C", "C", "C", "O", "C", "N", "C", "C", "C", "C", "H", "H", "H", "H", "H", "H", "H", "H", "H", "H", "H", "H", "N", "C", "C", "N", "C", "C", "N", "C", "C", "N", "H", "H", "H", "H", "H", "H", "O", "C", "C", "C", "C", "C", "C", "C", "P", "C", "C", "C", "C", "C", "C", "C", "C", "C", "C", "C", "C", "H", "H", "H", "H", "H", "H", "H", "H", "H", "H", "H", "H", "H", "H", "S", "C", "C", "Si", "C", "C", "C", "C", "C", "C", "C", "C", "H", "H", "H", "H", "H", "H", "H", "H", "H", "H", "H", "H", "H", "H", "H", "H", "H", "H", "H", "H", "H"], "xyz": [[0.217728, 0.596702, 0.381795], [-2.740079, 10.256323, -9.315313], [-3.656573, 9.198153, -9.436840], [-3.641229, 8.241076, -8.448861], [-4.551152, 7.198538, -8.585786], [-4.598627, 6.181185, -7.653650], [-3.719573, 6.159037, -6.565167], [-2.837057, 7.236000, -6.420581], [-2.793752, 8.263773, -7.348909], [-3.787690, 5.077301, -5.679375], [-2.720591, 4.919709, -5.005198], [-2.653272, 3.940836, -4.085130], [-3.705807, 3.073538, -3.709672], [-3.544090, 2.092573, -2.780003], [-2.296000, 1.833239, -2.117936], [-2.160168, 0.915504, -1.294234], [-1.189764, 2.739563, -2.481317], [-0.005759, 2.538103, -1.878710], [1.011236, 3.314502, -2.167548], [0.932149, 4.359503, -3.096722], [-0.266541, 4.584340, -3.725433], [-1.377896, 3.767466, -3.432585], [-2.897072, 10.894944, -10.182400], [-1.704017, 9.901167, -9.316602], [-2.911158, 10.840181, -8.404636], [-5.205648, 7.199515, -9.448539], [-5.305612, 5.368390, -7.760892], [-2.187344, 7.247347, -5.557870], [-2.085018, 9.068772, -7.206958], [-4.661080, 3.220602, -4.199869], [-4.365328, 1.437657, -2.514435], [1.946309, 3.102920, -1.654643], [1.804516, 4.965890, -3.305047], [-0.387278, 5.365193, -4.462017], [3.696732, -3.210629, 0.665784], [2.906265, -3.711337, 1.667028], [1.703765, -3.098748, 1.523799], [1.722386, -2.236773, 0.461868], [2.948351, -2.320511, -0.055394], [3.481285, -1.593840, -1.189324], [2.850141, -0.675482, -1.886582], [3.726163, -0.236077, -2.832454], [4.917460, -0.884953, -2.713098], [4.758122, -1.751941, -1.663481], [4.635710, -3.504608, 0.469053], [3.274046, -4.422498, 2.384797], [0.810114, -3.218785, 2.114224], [3.451393, 0.537438, -3.531056], [5.846240, -0.796032, -3.247815], [5.456437, -2.393506, -1.335750], [-1.755063, -0.564185, 2.497657], [-1.213531, -0.882803, 1.463103], [-1.576776, -2.210160, 0.843614], [-2.418374, -3.000998, 1.641870], [-2.863655, -4.243557, 1.246831], [-2.494463, -4.722073, -0.002386], [-1.664610, -3.959845, -0.803606], [-1.156684, -2.717825, -0.401481], [0.033320, -1.842593, -1.520989], [-1.104129, -1.354904, -2.903950], [-0.575734, -0.429325, -3.805340], [-1.299242, -0.013520, -4.911481], [-2.576140, -0.508375, -5.127405], [-3.123162, -1.404658, -4.222420], [-2.398002, -1.820235, -3.114551], [0.807863, -3.283795, -2.398496], [1.160751, -3.174517, -3.745715], [1.834804, -4.196974, -4.396086], [2.204740, -5.345748, -3.711853], [1.900316, -5.452934, -2.362530], [1.220048, -4.432905, -1.715345], [-2.713857, -2.590101, 2.598236], [-3.499535, -4.829752, 1.898770], [-2.852858, -5.681086, -0.357333], [-1.393246, -4.347763, -1.775208], [0.409118, -0.018471, -3.610371], [-0.877651, 0.711369, -5.597847], [-3.155476, -0.175348, -5.979233], [-4.129086, -1.778575, -4.373762], [-2.854482, -2.498294, -2.408344], [0.885841, -2.287351, -4.297779], [2.074875, -4.095234, -5.447629], [2.723057, -6.145611, -4.226126], [2.195909, -6.337890, -1.810551], [0.974312, -4.545015, -0.666991], [-2.619945, 2.408496, 1.413590], [-1.084335, 2.268708, 1.164775], [2.686772, -0.448461, 3.220659], [1.850844, 1.120912, 2.505185], [3.350656, 2.083684, 1.695587], [3.721685, 1.383581, 0.385490], [2.957098, 3.531657, 1.382006], [4.614236, 2.091606, 2.563619], [1.165520, 2.005065, 4.111141], [0.538947, 3.375030, 3.826484], [0.079661, 1.095067, 4.697413], [2.243102, 2.201761, 5.185834], [3.372105, -0.200923, 4.034090], [3.259201, -0.972350, 2.452125], [1.945567, -1.146773, 3.610547], [2.918021, 1.436405, -0.346784], [3.940640, 0.326625, 0.559728], [4.614716, 1.845164, -0.053709], [1.987990, 3.580499, 0.877886], [3.704098, 4.008850, 0.736234], [2.891856, 4.114304, 2.301250], [4.969637, 1.076035, 2.751362], [4.436916, 2.571139, 3.525351], [5.414992, 2.640480, 2.053974], [-0.146030, 3.324799, 2.985653], [1.300569, 4.122577, 3.601007], [-0.024260, 3.716763, 4.702447], [-0.724207, 0.927752, 3.982935], [-0.346258, 1.555305, 5.595979], [0.488287, 0.121657, 4.980872], [3.056652, 2.833592, 4.827659], [2.666637, 1.247046, 5.504289], [1.804061, 2.686734, 6.064532]], "forces_ev_per_a": [[0.00, 0.44, 0.19], [0.05, 0.09, -0.02], [-0.08, -0.10, 0.04], [0.00, -0.01, 0.02], [-0.03, 0.05, -0.13], [0.11, -0.06, 0.15], [0.20, 0.55, -0.26], [-0.19, -0.33, 0.07], [0.09, 0.11, -0.09], [0.08, -0.47, 0.43], [-0.31, 0.60, -0.65], [0.20, -0.59, 0.61], [0.16, 0.31, -0.24], [-0.15, -0.19, 0.10], [-0.15, 0.03, -0.05], [0.14, -0.15, -0.02], [0.03, 0.24, -0.20], [0.07, 0.01, 0.04], [0.06, -0.09, -0.02], [-0.18, 0.04, -0.07], [0.16, -0.09, 0.05], [-0.23, -0.05, -0.11], [0.01, 0.01, 0.02], [-0.02, -0.02, 0.01], [0.00, -0.02, -0.01], [-0.03, 0.00, 0.02], [0.01, -0.02, 0.00], [0.06, 0.03, 0.00], [-0.03, 0.01, 0.01], [-0.01, -0.03, 0.04], [-0.01, 0.00, 0.01], [0.01, 0.02, 0.02], [-0.01, 0.03, -0.01], [0.02, 0.04, 0.00], [-0.08, 0.20, -0.28], [0.05, -0.21, 0.10], [-0.23, 0.01, -0.07], [1.38, 0.07, 0.02], [-0.58, -0.33, 0.86], [0.05, 0.43, -0.61], [-0.09, -0.21, 0.27], [0.04, 0.06, -0.03], [0.11, 0.04, -0.05], [-0.12, -0.14, 0.20], [0.02, 0.00, 0.04], [0.00, -0.02, -0.01], [0.01, -0.01, 0.05], [0.01, -0.02, -0.01], [0.00, -0.05, -0.02], [0.02, 0.00, -0.02], [0.07, -0.07, -0.09], [0.24, 0.10, -0.01], [-0.27, -0.78, -0.06], [0.06, 0.17, 0.04], [0.02, -0.06, -0.06], [-0.04, 0.02, 0.00], [0.01, -0.03, 0.06], [-0.10, -0.01, 0.09], [-1.22, -0.17, -1.07], [0.08, -0.03, 0.06], [-0.03, -0.01, 0.12], [0.01, 0.06, -0.09], [-0.03, -0.02, -0.01], [-0.06, -0.01, 0.02], [0.08, 0.02, -0.07], [0.28, 0.00, 0.22], [-0.07, -0.04, 0.08], [0.08, -0.02, -0.03], [0.02, 0.02, -0.02], [0.09, -0.04, -0.01], [-0.08, 0.06, 0.01], [0.00, 0.01, -0.01], [-0.02, 0.01, 0.00], [0.01, 0.00, 0.00], [0.04, 0.00, -0.03], [0.04, 0.06, -0.01], [0.01, 0.03, 0.04], [0.02, 0.02, 0.00], [-0.01, 0.02, 0.02], [-0.04, -0.02, 0.01], [-0.01, -0.03, -0.05], [-0.01, 0.02, 0.00], [0.01, -0.01, 0.01], [-0.04, 0.00, 0.02], [0.02, -0.03, 0.02], [0.18, 0.08, 0.15], [-0.26, 0.23, -0.13], [-0.11, 0.09, -0.16], [0.56, 0.01, 0.80], [-0.01, 0.08, -0.02], [-0.09, 0.03, 0.16], [-0.04, -0.16, 0.06], [-0.21, -0.05, 0.09], [0.03, 0.12, -0.06], [0.10, -0.12, -0.05], [0.08, -0.02, -0.16], [0.05, -0.14, -0.22], [0.02, 0.05, 0.00], [0.01, -0.02, -0.02], [-0.02, -0.02, -0.02], [0.03, -0.04, -0.08], [0.03, -0.01, -0.06], [0.01, 0.03, -0.01], [-0.03, 0.09, -0.01], [0.03, -0.01, -0.02], [-0.03, 0.08, -0.05], [0.05, 0.00, 0.03], [0.14, -0.01, -0.01], [0.02, 0.01, -0.02], [-0.09, 0.12, -0.06], [-0.05, 0.04, 0.03], [0.03, 0.02, 0.05], [-0.10, -0.04, -0.01], [0.01, 0.02, 0.03], [-0.04, -0.03, 0.02], [-0.05, 0.06, 0.12], [0.05, 0.03, 0.07], [-0.03, -0.01, 0.03]], "charge": -1, "e_homo_ha": [-0.122, -0.137], "e_tot_ha": -3827.828283, "lumo_ha": [0.0572, 0.0571], "gap_ev": [4.8696, 5.2883], "multiplicity": 2}